# C45H45BiF9IN6O5P2S4

A structure of composition C45H45BiF9IN6O5P2S4 in a non-equilibrium geometry (the ωB97M-V functional and the def2-TZVPD basis, the OMol25 dataset).

Structure (XYZ):
```
118
Properties=species:S:1:pos:R:3:lowdin_charge:R:1
Bi -12.685 -16.470 -9.578 1.348
C -9.220 -14.903 -12.240 -0.017
C -8.884 -15.959 -11.221 -0.276
N -7.657 -16.056 -10.774 0.126
C -7.414 -17.021 -9.853 -0.100
C -8.329 -17.965 -9.454 -0.173
C -7.967 -18.950 -8.365 -0.205
O -7.912 -20.313 -8.773 -0.063
C -9.642 -17.886 -9.939 -0.100
C -10.593 -19.007 -9.728 -0.046
N -11.857 -18.899 -9.913 -0.083
C -12.755 -19.990 -9.778 -0.358
C -12.931 -20.631 -8.553 -0.026
C -13.941 -21.560 -8.406 -0.075
C -14.710 -21.907 -9.505 -0.087
C -14.537 -21.305 -10.734 -0.149
C -13.572 -20.321 -10.862 -0.660
I -13.263 -19.426 -12.733 0.922
C -9.963 -16.800 -10.787 -0.371
O -11.169 -16.484 -11.185 -0.361
H -8.344 -14.281 -12.437 0.087
H -10.056 -14.284 -11.932 0.052
H -9.526 -15.378 -13.178 0.071
H -6.414 -17.033 -9.424 0.110
H -8.716 -18.895 -7.576 0.125
H -6.974 -18.676 -7.954 0.124
H -7.191 -20.468 -9.381 0.090
H -10.136 -19.956 -9.480 0.133
H -12.283 -20.363 -7.724 0.112
H -14.132 -22.009 -7.441 0.108
H -15.478 -22.664 -9.404 0.108
H -15.116 -21.608 -11.608 0.101
S -16.822 -15.015 -11.350 0.555
C -15.375 -15.510 -10.781 -1.762
S -13.960 -14.469 -10.608 0.388
S -15.061 -17.171 -10.330 0.377
C -11.938 -9.486 -9.302 0.001
C -11.074 -10.673 -9.155 -0.327
N -9.798 -10.745 -9.394 0.126
N -9.486 -12.042 -9.136 0.019
C -10.510 -12.813 -8.764 -0.752
S -10.494 -14.432 -8.344 0.603
N -11.564 -11.903 -8.754 -0.084
N -12.891 -12.176 -8.477 0.111
H -11.320 -8.615 -9.549 0.094
H -12.514 -9.277 -8.390 0.092
H -12.644 -9.666 -10.124 0.067
H -8.560 -12.421 -9.235 0.152
H -13.235 -12.910 -9.093 -0.046
H -12.986 -12.438 -7.492 0.060
F -18.535 -16.448 -16.813 0.134
C -17.663 -15.524 -17.259 -0.607
F -17.342 -15.885 -18.501 0.150
F -18.333 -14.375 -17.368 0.152
C -16.429 -15.374 -16.414 -0.121
C -15.471 -14.447 -16.859 0.009
C -14.345 -14.261 -16.080 -0.065
C -14.161 -14.963 -14.890 -0.382
C -15.122 -15.871 -14.475 -0.087
C -16.277 -16.071 -15.248 0.004
P -12.711 -14.764 -13.799 1.108
C -11.417 -14.930 -15.104 -0.360
C -11.010 -16.263 -15.302 -0.092
C -9.974 -16.580 -16.162 -0.002
C -9.304 -15.557 -16.828 -0.130
C -9.676 -14.249 -16.629 -0.006
C -10.722 -13.924 -15.775 -0.070
C -8.206 -15.925 -17.768 -0.601
F -7.142 -16.398 -17.107 0.151
F -8.608 -16.893 -18.617 0.137
F -7.786 -14.903 -18.519 0.144
C -12.783 -12.934 -13.512 -0.365
C -14.041 -12.313 -13.438 -0.090
C -14.165 -10.973 -13.180 0.004
C -13.009 -10.218 -12.946 -0.130
C -11.759 -10.808 -12.994 -0.010
C -11.658 -12.169 -13.246 -0.095
C -13.170 -8.736 -12.742 -0.607
F -13.637 -8.143 -13.858 0.141
F -12.035 -8.100 -12.421 0.135
F -14.046 -8.448 -11.773 0.138
H -15.624 -13.857 -17.747 0.124
H -13.600 -13.521 -16.365 0.114
H -14.984 -16.435 -13.559 0.065
H -17.039 -16.763 -14.905 0.127
H -11.537 -17.062 -14.793 0.088
H -9.707 -17.624 -16.346 0.132
H -9.122 -13.439 -17.092 0.124
H -10.960 -12.876 -15.668 0.101
H -14.936 -12.892 -13.617 0.104
H -15.151 -10.530 -13.130 0.131
H -10.868 -10.216 -12.816 0.123
H -10.670 -12.624 -13.263 0.095
C -11.657 -14.638 -4.630 -0.080
C -12.681 -13.708 -5.266 -0.310
O -13.969 -14.335 -5.476 -0.282
P -14.126 -15.118 -6.912 0.761
O -15.731 -15.141 -7.021 -0.288
C -16.338 -13.982 -7.618 -0.300
C -16.919 -13.079 -6.562 -0.071
O -13.839 -16.670 -6.563 -0.381
C -14.624 -17.451 -5.670 -0.280
C -13.671 -18.351 -4.889 -0.062
H -10.682 -14.161 -4.534 0.078
H -11.516 -15.518 -5.266 0.060
H -11.986 -14.995 -3.649 0.079
H -12.273 -13.440 -6.248 0.029
H -12.854 -12.805 -4.682 0.120
H -17.135 -14.364 -8.237 0.101
H -15.613 -13.461 -8.256 0.083
H -17.665 -13.613 -5.957 0.089
H -17.412 -12.243 -7.019 0.071
H -16.159 -12.654 -5.904 0.070
H -15.351 -17.992 -6.262 0.116
H -15.178 -16.786 -4.983 0.121
H -13.080 -18.960 -5.563 0.055
H -14.226 -18.994 -4.203 0.078
H -12.937 -17.731 -4.318 0.084
```

Results
highest occupied orbital energy = -0.2999 Ha
total charge = 0
calculated total energy = -6133.24191 Eh
gap between HOMO and LUMO = 0.277 hartree
2S+1 = 1
max |F| = 0.0234 hartree/bohr
LUMO level = -0.626 eV

=====

# C45H45N2OP2S4Ti

A structure of composition C45H45N2OP2S4Ti (the ωB97M-V functional and the def2-TZVPD basis, the OMol25 dataset).

Structure (XYZ):
```
100
Properties=species:S:1:pos:R:3:lowdin_charge:R:1
Ti -0.636 0.102 -0.869 0.680
S 1.424 0.946 -2.188 0.487
P 2.251 -0.105 -0.669 0.529
C 0.962 -0.095 0.450 -0.658
P 0.670 1.211 1.507 0.523
S -1.087 1.864 0.757 0.557
C 1.864 2.569 1.498 -0.331
C 2.875 2.636 2.453 -0.080
C 3.818 3.651 2.390 -0.067
C 3.749 4.601 1.381 -0.066
C 2.734 4.543 0.435 -0.065
C 1.792 3.529 0.490 -0.105
C 0.514 0.731 3.235 -0.364
C -0.172 1.557 4.122 -0.083
C -0.289 1.187 5.452 -0.061
C 0.282 0.002 5.898 -0.065
C 0.973 -0.818 5.017 -0.065
C 1.085 -0.455 3.681 -0.091
C 2.626 -1.785 -1.259 -0.320
C 3.249 -2.693 -0.403 -0.086
C 3.507 -3.989 -0.823 -0.068
C 3.142 -4.390 -2.102 -0.070
C 2.530 -3.489 -2.960 -0.067
C 2.278 -2.189 -2.544 -0.104
C 3.835 0.563 -0.110 -0.326
C 4.521 1.481 -0.895 -0.081
C 5.775 1.928 -0.499 -0.061
C 6.342 1.456 0.675 -0.066
C 5.649 0.553 1.471 -0.069
C 4.396 0.112 1.085 -0.103
H 2.923 1.900 3.246 0.110
H 4.603 3.702 3.133 0.112
H 4.484 5.394 1.338 0.110
H 2.673 5.293 -0.342 0.110
H 0.991 3.486 -0.237 0.072
H -0.623 2.477 3.768 0.111
H -0.828 1.821 6.143 0.112
H 0.187 -0.284 6.937 0.110
H 1.418 -1.740 5.367 0.108
H 1.609 -1.092 2.980 0.087
H 3.533 -2.397 0.598 0.098
H 3.997 -4.684 -0.153 0.112
H 3.344 -5.401 -2.430 0.111
H 2.256 -3.794 -3.962 0.111
H 1.804 -1.483 -3.214 0.068
H 4.073 1.847 -1.810 0.084
H 6.307 2.644 -1.111 0.112
H 7.321 1.803 0.979 0.111
H 6.085 0.201 2.397 0.112
H 3.846 -0.563 1.730 0.096
C 0.280 -3.179 1.071 -0.078
C -0.308 -3.185 -0.295 -0.595
N -0.593 -2.167 -1.081 0.020
C -1.192 -2.604 -2.256 -0.327
C -1.356 -3.941 -2.354 -0.308
S -0.760 -4.699 -0.953 1.138
C -1.454 -1.636 -3.314 -0.328
C -1.937 -1.897 -4.551 -0.307
S -1.796 -0.508 -5.528 1.133
C -1.110 0.366 -4.222 -0.636
N -1.023 -0.339 -3.121 -0.037
C -0.622 1.754 -4.474 -0.115
H 0.767 -2.228 1.258 0.026
H 0.986 -4.002 1.174 0.086
H -0.512 -3.314 1.807 0.075
H -1.764 -4.498 -3.180 0.089
H -2.317 -2.828 -4.936 0.088
H -1.339 2.303 -5.083 0.090
H 0.321 1.704 -5.021 0.090
H -0.448 2.303 -3.558 0.028
C -2.137 -1.206 2.356 -0.062
C -3.487 -1.516 1.714 -0.344
C -3.460 -2.737 0.793 -0.041
C -4.121 -0.314 1.042 -0.130
C -5.280 0.174 1.635 -0.030
C -5.981 1.242 1.109 -0.066
C -5.522 1.811 -0.062 -0.032
C -4.373 1.357 -0.698 -0.138
C -4.033 2.010 -2.024 -0.342
C -2.690 2.736 -2.034 -0.076
C -4.199 1.012 -3.174 -0.041
C -3.635 0.302 -0.127 -0.257
O -2.459 -0.102 -0.702 -0.290
H -1.832 -2.023 3.014 0.086
H -2.202 -0.300 2.960 0.085
H -1.355 -1.051 1.613 0.028
H -4.157 -1.770 2.539 0.127
H -2.921 -2.526 -0.128 0.052
H -4.476 -3.026 0.520 0.093
H -2.995 -3.590 1.296 0.079
H -5.638 -0.305 2.539 0.115
H -6.875 1.612 1.591 0.107
H -6.072 2.629 -0.510 0.115
H -4.788 2.786 -2.172 0.129
H -1.853 2.034 -2.042 0.006
H -2.585 3.375 -1.159 0.071
H -2.603 3.358 -2.927 0.089
H -3.592 0.122 -3.006 0.058
H -3.920 1.465 -4.128 0.076
H -5.239 0.693 -3.248 0.093
```

Results
highest occupied orbital energy = -0.3737 Ha
total charge = +1
calculated total energy = -5051.45871 Eh
gap between HOMO and LUMO = 0.262 hartree
2S+1 = 1
max |F| = 0.0136 hartree/bohr
LUMO level = -3.034 eV

=====

# C45H46BCl5FLaN15O3PS

A structure of composition C45H46BCl5FLaN15O3PS in a non-equilibrium geometry (the ωB97M-V functional and the def2-TZVPD basis, the OMol25 dataset).

Structure (XYZ):
```
119
Properties=species:S:1:pos:R:3:lowdin_charge:R:1
La 15.455 13.026 14.180 1.839
C 17.345 11.981 17.722 -0.015
C 18.034 12.969 16.822 -0.396
C 18.852 14.033 17.225 -0.029
C 19.164 14.687 16.049 -0.133
N 18.558 14.104 15.054 0.001
N 17.879 12.984 15.531 0.006
B 18.748 14.438 13.473 -0.720
N 17.825 15.623 13.119 0.007
C 18.178 16.892 12.784 -0.090
C 17.083 17.579 12.391 -0.006
C 16.010 16.614 12.531 -0.371
C 14.598 16.632 12.109 -0.022
N 16.489 15.514 13.027 0.008
N 18.600 13.177 12.598 0.017
C 19.633 12.607 11.830 -0.018
C 19.083 11.548 11.107 -0.023
C 17.720 11.490 11.492 -0.324
C 16.618 10.515 11.135 -0.023
N 17.496 12.446 12.424 -0.018
N 20.148 14.862 13.345 0.011
C 21.263 14.259 13.833 -0.094
C 22.349 14.618 13.099 -0.041
C 21.843 15.420 12.055 -0.367
C 22.704 16.167 11.022 -0.033
N 20.550 15.566 12.179 0.120
H 16.876 12.475 18.559 0.081
H 18.041 11.236 18.110 0.076
H 16.665 11.405 17.131 0.050
H 19.240 14.261 18.239 0.112
H 19.840 15.545 15.812 0.147
H 19.234 17.106 12.851 0.101
H 16.879 18.589 12.103 0.090
H 14.343 17.509 11.569 0.073
H 13.984 16.756 13.002 0.054
H 14.362 15.671 11.702 0.042
H 20.612 13.053 11.768 0.099
H 19.571 10.874 10.438 0.090
H 15.903 11.110 10.581 0.044
H 16.148 10.171 12.090 0.052
H 17.017 9.629 10.518 0.104
H 21.219 13.636 14.676 0.116
H 23.380 14.331 13.199 0.096
H 23.806 15.970 11.286 0.089
H 22.491 17.277 11.174 0.091
H 22.505 15.883 10.002 0.053
N 13.670 17.451 16.259 0.084
C 13.964 16.297 15.694 -0.932
S 15.282 15.372 16.349 0.466
N 12.995 15.852 14.901 -0.052
N 13.101 14.539 14.418 -0.030
C 12.004 13.909 13.975 -0.206
C 10.711 14.542 13.931 -0.194
C 10.186 15.059 15.234 0.002
C 8.901 15.365 15.242 -0.103
C 8.056 15.270 14.097 -0.117
C 8.531 14.803 12.943 -0.069
C 9.940 14.407 12.845 -0.034
C 12.019 12.439 13.581 -0.268
C 10.862 11.646 13.537 -0.033
C 11.004 10.301 13.273 -0.031
C 12.221 9.797 12.739 -0.027
C 13.282 10.640 12.777 -0.152
N 13.217 11.958 13.155 -0.036
H 14.342 17.781 16.867 0.046
H 12.800 17.846 15.985 0.098
H 10.937 15.245 16.025 0.121
H 8.238 15.742 16.044 0.111
H 6.991 15.552 14.133 0.108
H 7.826 14.622 12.184 0.082
H 10.253 13.879 12.011 0.044
H 9.935 12.036 13.979 0.130
H 10.185 9.614 13.411 0.100
H 12.378 8.848 12.278 0.103
H 14.183 10.425 12.208 0.083
Cl 17.298 14.775 9.767 0.757
C 15.998 13.683 9.391 -0.671
C 14.813 13.752 10.103 0.052
C 13.781 12.986 9.575 -0.633
Cl 12.204 13.049 10.326 0.751
C 14.002 12.058 8.513 -0.683
Cl 12.694 11.091 7.898 0.681
C 15.236 11.970 7.939 -0.654
Cl 15.703 10.705 6.737 0.629
C 16.226 12.755 8.398 -0.715
Cl 17.845 12.656 7.733 0.670
F 15.763 10.789 14.237 -0.628
C 13.999 7.787 16.016 -0.086
C 15.095 7.978 15.044 -0.296
O 14.708 7.323 13.758 -0.320
P 15.936 6.947 12.785 0.853
O 15.860 5.298 12.730 -0.312
C 16.454 4.444 13.696 -0.336
C 15.578 4.163 14.860 -0.101
O 15.080 7.100 11.401 -0.320
C 15.617 6.725 10.160 -0.343
C 15.078 7.713 9.150 -0.083
H 14.231 8.264 17.031 0.111
H 13.753 6.746 16.277 0.069
H 13.121 8.234 15.578 0.063
H 16.044 7.546 15.411 0.103
H 15.249 8.994 14.705 0.058
H 17.382 4.864 14.171 0.119
H 16.764 3.522 13.197 0.111
H 15.353 5.097 15.490 0.089
H 15.974 3.401 15.445 0.043
H 14.567 3.768 14.628 0.091
H 15.406 5.692 9.928 0.104
H 16.694 6.650 10.216 0.098
H 13.987 7.858 9.185 0.081
H 15.322 7.390 8.081 0.095
H 15.565 8.677 9.273 0.027
N 13.686 12.147 16.136 0.088
C 12.642 11.861 16.529 -0.227
C 11.366 11.722 17.097 -0.261
C 11.158 12.293 18.421 -0.256
N 10.945 12.763 19.455 0.096
C 10.398 10.759 16.633 -0.268
N 9.710 9.962 16.195 0.120
```

Results
highest occupied orbital energy (alpha / beta) = -0.1932 / -0.1932 Ha
total charge = -1
calculated total energy = -5986.48690 Eh
gap between HOMO and LUMO (alpha / beta) = 0.247 / 0.164 hartree
2S+1 = 2
max |F| = 0.0838 hartree/bohr
LUMO level (alpha / beta) = 1.473 / -0.791 eV

=====

# C45H46BiNP2Si

A structure of composition C45H46BiNP2Si in a non-equilibrium geometry (the ωB97M-V functional and the def2-TZVPD basis, the OMol25 dataset).

Structure (XYZ):
```
96
Properties=species:S:1:pos:R:3:lowdin_charge:R:1
C -0.642 2.406 -2.527 -0.105
C -0.967 2.731 -1.196 -0.371
C -0.479 3.907 -0.606 -0.069
C 0.268 4.799 -1.370 -0.056
C 0.492 4.541 -2.725 -0.065
C 0.032 3.356 -3.300 -0.101
P -1.781 1.452 -0.186 0.881
C -2.642 2.384 1.132 -0.368
C -2.081 2.506 2.419 -0.127
C -2.709 3.288 3.389 -0.062
C -3.866 4.007 3.067 -0.044
C -4.429 3.879 1.794 -0.042
C -3.837 3.050 0.832 -0.059
Bi 0.044 -0.171 0.681 1.344
P 2.341 -0.210 -0.590 0.883
C 3.018 1.488 -0.461 -0.366
C 3.483 2.171 -1.587 -0.131
C 3.850 3.507 -1.516 -0.071
C 3.826 4.186 -0.291 -0.045
C 3.345 3.520 0.848 -0.062
C 2.937 2.188 0.766 -0.126
C 3.460 -1.360 0.309 -0.352
C 3.107 -2.723 0.371 -0.094
C 3.816 -3.598 1.204 -0.060
C 4.906 -3.131 1.955 -0.042
C 5.236 -1.774 1.905 -0.053
C 4.522 -0.892 1.095 -0.071
C 2.189 -0.770 -2.322 -0.373
C 0.924 -1.042 -2.892 -0.127
C 0.832 -1.469 -4.221 -0.059
C 1.985 -1.621 -5.000 -0.043
C 3.239 -1.387 -4.425 -0.050
C 3.349 -0.986 -3.092 -0.086
C -3.072 0.685 -1.255 -0.361
C -3.574 1.317 -2.404 -0.092
C -4.463 0.644 -3.247 -0.050
C -4.867 -0.659 -2.969 -0.045
C -4.410 -1.274 -1.801 -0.063
C -3.541 -0.606 -0.936 -0.108
H 2.265 -3.095 -0.225 0.098
H 3.535 -4.648 1.247 0.111
H 5.500 -3.829 2.551 0.122
H 6.064 -1.409 2.507 0.118
H 4.779 0.166 1.070 0.105
H 3.582 1.601 -2.512 0.051
H 4.175 4.033 -2.414 0.119
H 4.182 5.212 -0.215 0.119
H 3.309 4.037 1.812 0.118
H 2.541 1.674 1.648 0.087
H 0.019 -0.913 -2.282 0.051
H -0.152 -1.676 -4.650 0.118
H 1.906 -1.925 -6.044 0.121
H 4.143 -1.507 -5.019 0.120
H 4.328 -0.824 -2.633 0.122
H -3.250 2.332 -2.645 0.112
H -4.836 1.159 -4.130 0.119
H -5.553 -1.176 -3.638 0.121
H -4.746 -2.280 -1.556 0.115
H -3.193 -1.084 -0.011 0.082
H -1.148 1.975 2.656 0.071
H -2.290 3.352 4.395 0.116
H -4.321 4.678 3.800 0.122
H -5.337 4.421 1.535 0.120
H -4.286 2.929 -0.153 0.110
H -0.708 4.136 0.437 0.111
H 0.654 5.716 -0.933 0.118
H 1.025 5.254 -3.359 0.123
H 0.219 3.218 -4.372 0.113
H -0.957 1.435 -2.927 0.101
H 2.537 2.686 -3.692 0.075
H 2.276 2.009 -3.916 0.091
C -1.083 -3.456 -0.865 -0.178
Si -1.282 -3.641 0.975 0.366
C -3.051 -4.103 1.323 -0.151
C -0.130 -4.990 1.541 -0.171
N -0.924 -2.092 1.797 -0.258
C -0.974 -1.986 3.190 -0.405
C -1.740 -0.940 3.743 -0.044
C -1.718 -0.701 5.109 -0.053
C -1.000 -1.552 5.969 -0.026
C -0.189 -2.555 5.407 -0.047
C -0.171 -2.790 4.039 -0.006
H -1.282 -4.448 -1.316 0.060
H -0.062 -3.160 -1.150 0.005
H -1.798 -2.741 -1.300 0.015
H -3.272 -5.067 0.847 0.051
H -3.257 -4.207 2.396 0.045
H -3.758 -3.369 0.918 0.024
H 0.921 -4.694 1.483 0.013
H -0.349 -5.341 2.556 0.041
H -0.256 -5.853 0.872 0.049
H -2.325 -0.323 3.049 0.100
H -2.261 0.151 5.510 0.112
H -1.059 -1.419 7.051 0.122
H 0.439 -3.154 6.068 0.119
H 0.480 -3.563 3.606 0.104
```

Results
highest occupied orbital energy (alpha / beta) = -0.4886 / -0.4700 Ha
total charge = +2
calculated total energy = -2983.39224 Eh
gap between HOMO and LUMO (alpha / beta) = 0.225 / 0.192 hartree
2S+1 = 1
max |F| = 0.0543 hartree/bohr
LUMO level (alpha / beta) = -7.162 / -7.559 eV